96
Properties=species:S:1:pos:R:3 method="wB97M-V/def2-TZVPD" e_tot_ev=-63952.7024 spin_multiplicity=1 homo_energy_ev=-7.51 lumo_energy_ev=0.31
H 0.041 3.266 2.771
H -0.814 -5.317 3.022
C -1.921 -3.722 1.934
C 5.480 -1.636 1.076
O 3.498 2.143 -0.977
N -2.698 -5.781 2.161
C 0.370 -0.807 0.326
H 1.621 4.777 -3.834
C -0.577 -4.541 -1.069
C -5.388 -0.586 -0.251
C 0.477 -4.127 -1.850
C 2.444 3.081 4.895
H 3.382 1.198 4.548
C -2.447 0.291 3.160
H 6.599 -1.110 4.007
H 0.434 4.342 0.549
H 1.476 0.977 2.541
H 1.833 3.729 -0.325
O -0.517 3.520 -1.949
C -0.852 -0.989 -0.366
H -5.912 -2.017 -3.048
H -4.578 -0.169 3.026
C -3.946 1.466 4.387
H 0.758 -3.096 -2.002
C 6.536 -1.698 1.966
C -3.789 0.439 3.436
H 0.755 -1.456 1.096
C -0.390 3.799 -5.693
H 1.103 4.705 4.446
C 1.211 -5.273 -2.255
N -1.778 1.196 3.965
C 4.551 1.205 -1.184
H 2.402 3.788 -2.471
H -0.415 4.681 -5.077
C 2.570 1.857 4.298
H -2.433 2.736 5.338
H -0.064 1.961 -1.340
H -3.971 1.016 -1.089
S 0.298 4.771 -1.786
C 1.600 1.779 3.248
H 0.145 0.729 -6.262
C -0.041 2.526 -5.278
H 4.058 0.317 -1.582
C -3.225 -3.788 1.365
H -1.899 -0.404 2.550
H -4.420 -0.003 -3.373
H -6.690 -2.361 -0.711
H -1.361 -2.803 1.941
C -6.026 -1.556 -0.983
H -3.770 -2.958 0.943
C -0.601 3.717 -7.092
H 3.831 2.967 -0.612
C -0.997 0.068 -1.243
H 1.747 5.492 0.033
H 5.233 1.529 -1.973
H -1.704 -1.655 -0.376
C -4.681 0.209 -1.194
C 0.841 2.892 3.400
H -4.867 1.639 4.918
C 1.830 4.661 -2.773
C -0.440 2.407 -7.477
H 4.162 -0.670 3.917
N -5.746 -1.373 -2.297
H 5.044 0.972 -0.242
H 3.455 -0.922 1.206
H -2.675 -6.772 2.312
H 0.190 2.167 -4.287
C 0.475 -6.361 -1.816
C 4.755 -0.854 3.038
C 1.182 4.593 -0.198
H 0.625 -7.428 -1.874
H -5.420 -0.350 0.797
N -0.134 1.689 -6.333
H -0.372 1.852 -8.397
C -2.676 1.945 4.646
H -1.310 -3.988 -0.513
H -0.980 4.520 -7.703
H 2.994 3.585 5.673
N -0.009 0.994 -0.978
H -4.658 -5.521 1.408
H 7.540 -2.082 1.922
C -1.619 -4.975 2.393
C -4.876 -0.308 -2.449
H 5.586 -1.966 0.055
H -1.295 -6.512 -0.732
C 0.832 0.418 -0.073
N 1.345 3.743 4.335
H 2.391 5.570 -2.530
C 4.377 -1.114 1.734
H -1.895 0.377 -1.752
H 1.735 0.920 0.243
N -0.637 -5.893 -1.164
H 2.099 -5.292 -2.861
H -0.776 1.273 3.981
C -3.691 -5.063 1.527
N 6.068 -1.199 3.162

94
Properties=species:S:1:pos:R:3 method="wB97M-V/def2-TZVPD" e_tot_ev=-57395.1981 smiles=CCC[C@@H](C)PCCCNCc1ccccc1O.c1cc[nH]c1.c1cc[nH]c1.c1cc[nH]c1.c1cc[nH]c1.c1cc[nH]c1 spin_multiplicity=1 homo_energy_ev=-8.05 lumo_energy_ev=0.42
H 4.274 -5.792 -0.152
H 0.027 -1.882 2.477
H 7.566 0.323 -5.343
H -11.420 -1.060 0.856
H -2.184 2.263 2.037
H 4.222 2.850 -4.239
C 1.744 -0.885 1.434
H -5.068 2.984 2.176
H 3.193 -0.425 -0.257
C 7.415 -0.104 3.891
C 0.728 -2.084 1.619
H 4.797 -2.132 3.896
O -5.058 -1.726 1.834
H -10.176 2.465 3.049
H -8.332 1.692 1.540
H 1.917 2.240 -2.104
C 2.090 -0.585 -0.101
C 5.936 2.942 -0.874
N 5.648 -0.617 2.657
H -0.650 2.944 0.373
H 5.286 1.060 0.146
H -8.893 -0.336 0.183
C -1.360 2.161 0.011
H -12.248 0.749 2.705
C -5.548 -0.345 -2.241
H 5.873 5.162 -1.118
C -5.218 -2.245 -0.595
C -5.194 -1.294 0.523
N 2.652 -4.646 -0.932
H 6.976 0.890 1.940
C 1.711 1.136 -2.036
H -2.700 0.765 1.029
H 1.790 -1.470 -0.724
C 4.833 2.023 -4.568
H 1.639 1.563 0.197
H 3.371 0.398 -5.024
C -9.579 0.115 0.884
C -5.381 -1.766 -1.972
H 6.919 -1.588 5.495
H 3.160 -3.850 -1.275
H -0.945 0.014 -1.602
H 8.325 0.363 4.233
P -0.507 0.489 -0.314
H -0.007 -6.438 -0.355
C 4.372 0.794 -4.960
C 0.984 -6.021 -0.444
H 3.797 2.761 1.642
C 6.755 0.185 2.725
N -9.221 1.225 1.599
C -11.290 0.720 2.210
H 0.672 -4.057 -1.462
C -3.789 2.719 0.554
N 5.454 0.028 -5.305
C 5.597 -1.421 3.764
C 1.355 0.758 -0.535
H -3.865 2.607 -0.558
H -5.674 0.068 -3.268
H -3.517 3.803 0.728
C 6.680 -1.124 4.551
H -5.095 -3.338 -0.392
H 2.318 -7.558 0.491
C 2.199 -6.605 -0.001
H -4.981 -2.700 1.813
H 4.259 5.071 0.797
C 6.248 1.999 -4.677
H 5.412 -0.920 -5.635
H 6.930 2.803 -4.447
C -10.857 -0.226 1.244
C -5.533 0.581 -1.093
N -5.053 2.494 1.277
H 4.975 -0.615 1.910
C -2.553 1.871 1.050
C 5.237 2.134 0.055
H -4.640 0.642 2.311
H -6.374 1.020 1.994
C -5.341 1.070 1.536
N 4.688 4.251 0.405
H 2.589 0.539 -2.420
C 5.576 4.243 -0.638
H 1.263 -3.047 1.856
C 6.601 0.754 -5.130
C -5.351 0.158 0.279
H -5.373 -2.448 -2.853
H -5.665 1.664 -1.334
H 0.873 0.929 -2.758
H 0.085 -2.180 0.706
C 1.296 -4.812 -1.010
H 2.712 -1.157 1.927
H 1.337 0.080 1.845
C -10.260 1.603 2.406
H 6.625 2.606 -1.633
H -1.769 2.491 -0.990
C 4.473 2.968 0.828
C 3.210 -5.733 -0.314

90
Properties=species:S:1:pos:R:3 method="wB97M-V/def2-TZVPD" e_tot_ev=-62421.0176 charge=+2 spin_multiplicity=1 homo_energy_ev="-13.05 / -12.92" lumo_energy_ev="-6.96 / -7.15"
C -2.693 4.080 5.273
H 1.708 3.446 3.733
C 0.565 -1.406 -6.608
C -2.495 3.502 6.534
C 0.652 -3.536 1.805
N -0.459 1.956 3.212
H -1.325 -1.843 -3.300
C 0.958 5.157 0.870
H 2.479 -1.070 4.553
C -1.671 -0.961 -5.354
C -1.556 -1.842 4.311
P -1.166 -0.703 -1.164
C 2.672 -1.274 -1.821
H -2.241 -4.699 2.498
H -1.410 -2.087 -7.157
H 2.261 0.548 -4.238
H -1.807 -4.253 0.834
C 1.409 -0.944 -5.461
H 0.433 -0.166 -2.941
C -1.229 2.382 4.280
H 0.611 2.196 -4.611
H -2.196 3.966 3.169
C 0.104 2.939 2.372
H 0.509 -0.668 -7.419
H 0.986 -1.256 5.513
C -0.424 3.183 1.078
H 2.812 -0.906 -2.850
H 3.621 1.153 -0.279
H -2.202 -2.692 -1.994
C 0.875 -2.029 3.525
H 1.848 -4.220 0.156
C 1.492 0.312 -4.982
C -1.920 -3.862 1.855
H -2.525 -1.457 -4.865
H -2.704 1.135 -0.834
C -0.506 -2.367 3.410
H -2.643 0.647 -2.567
H -3.503 -0.374 -1.359
H -0.768 -2.849 -5.709
C 0.730 1.506 -5.463
H -0.470 4.509 -0.618
H 3.495 -1.775 2.468
H -1.163 2.231 -6.133
C -0.671 1.247 -6.068
C 2.668 1.400 -0.775
H -1.245 -1.946 5.364
C 0.983 -4.535 0.761
H 1.071 -0.012 4.252
H 3.547 -3.422 3.128
Pb -0.125 -0.208 1.370
H -2.223 0.908 -4.563
H -3.318 4.974 5.160
H -0.427 -2.832 -2.106
H 3.333 -3.186 1.384
H -0.588 0.819 5.635
H 2.084 -1.709 -5.064
H -2.919 3.990 7.414
H -0.573 0.884 -7.100
H 2.165 2.188 -0.191
H 2.868 1.760 -1.794
C 1.614 4.830 2.060
C 1.385 -1.044 4.507
H 1.241 -5.503 1.226
C -2.637 0.284 -1.530
C -0.861 -1.877 -6.223
C 3.063 -2.783 2.370
C 1.214 3.719 2.796
C -0.010 4.294 0.345
H 1.215 6.076 0.345
C -0.646 -3.273 2.326
C -1.549 0.364 -5.236
H 1.326 2.056 -6.212
H 0.134 -4.714 0.086
H 1.066 -2.291 -7.037
C -2.078 3.521 4.158
H 2.427 5.456 2.425
C -1.169 1.733 5.541
H 0.048 1.300 -2.022
C 1.592 -2.767 2.545
H -1.224 2.540 0.703
H -1.683 1.840 7.632
C 0.248 0.220 -1.927
C -1.774 2.304 6.654
C -1.280 -2.154 -2.247
H 2.189 -2.260 -1.855
H -1.751 -0.769 4.147
P 1.692 -0.130 -0.801
H -2.732 -3.118 1.857
H 3.653 -1.387 -1.340
H -2.491 -2.394 4.174

95
Properties=species:S:1:pos:R:3 method="wB97M-V/def2-TZVPD" e_tot_ev=-347230.4245 charge=+2 spin_multiplicity=1 homo_energy_ev=-12.94 lumo_energy_ev=-4.93
C -6.602 -1.892 -1.009
C 2.623 1.589 -0.099
C -4.377 -3.937 1.073
H -4.703 1.150 0.969
H 2.127 3.850 5.342
H -3.394 -4.181 -1.516
C 0.617 -1.128 6.252
C -1.183 3.280 4.906
H -0.885 -2.208 -2.245
H -3.190 1.242 -2.138
H -4.256 -4.976 0.762
H 0.791 -4.741 0.699
H -2.972 6.216 0.186
C -2.723 4.997 -1.559
C 2.276 3.946 0.334
N -1.324 -1.366 4.018
C -1.887 -0.675 6.352
H -2.947 -2.515 -1.740
C -2.121 3.869 -2.104
H 2.169 3.159 2.982
H -0.665 -1.505 7.928
H -0.827 2.196 -1.742
C -6.174 -4.665 -1.863
H 0.997 -3.602 2.051
C 0.706 -0.298 4.977
H -1.928 -3.816 1.690
C -3.657 -3.161 -1.217
H -2.272 3.622 -3.146
C -0.116 -2.749 -1.698
H -3.356 2.292 0.792
C 0.038 2.853 2.877
C -1.700 4.537 0.569
H 0.859 -2.342 -1.958
C -2.511 5.331 -0.230
C 3.539 4.235 -0.150
C 3.893 1.892 -0.586
S 2.153 -0.138 -0.184
C -0.574 -0.765 7.131
H -3.497 -1.485 1.832
H -3.350 5.624 -2.179
H 1.637 4.750 0.684
H -3.362 1.114 2.129
As -0.378 -2.558 0.209
As -5.395 -2.898 -2.195
C 4.346 3.200 -0.604
H 0.521 0.766 5.171
H -6.710 -2.306 -0.008
H -1.849 -4.473 0.081
C -1.108 3.404 0.025
H -1.531 4.807 1.604
C -1.167 2.897 3.573
H -2.731 -0.779 7.035
H -2.122 3.332 5.440
H 1.956 -3.402 0.572
As 0.058 2.275 1.041
O 0.132 -0.312 2.692
H -5.498 -5.434 -2.233
H -6.328 -0.840 -0.949
H -1.665 -2.707 5.609
H -4.178 -3.881 2.146
C -2.020 -1.733 5.267
C -3.627 1.279 1.084
H 1.708 -0.343 4.545
H 0.596 -2.190 5.990
As -2.710 -0.030 -0.032
C 0.003 3.622 5.544
C 1.820 2.629 0.377
C 1.204 3.576 4.850
H 3.891 5.257 -0.177
Ga 0.133 -0.182 0.734
H -0.012 3.938 6.579
C 0.987 -3.704 0.967
C -0.206 -0.683 3.852
C -1.312 3.068 -1.312
H -1.829 -1.549 3.164
C -3.607 0.323 -1.727
C 1.226 3.189 3.516
H -3.066 -1.850 4.984
H -2.101 2.658 3.077
H -7.576 -1.942 -1.496
H 5.335 3.412 -0.987
C -2.012 -3.541 0.634
C -3.425 -3.018 0.294
H 4.524 1.095 -0.957
H -0.160 -3.805 -1.959
H -1.996 0.310 5.885
H -3.452 -0.484 -2.439
H -5.415 -3.659 0.912
C -3.674 -1.578 0.751
H -6.388 -4.843 -0.810
H -4.731 -1.351 0.612
H -4.674 0.461 -1.561
H 1.540 -0.987 6.813
H -7.103 -4.735 -2.428
H -0.390 0.193 7.621

94
Properties=species:S:1:pos:R:3 method="wB97M-V/def2-TZVPD" e_tot_ev=-130955.9904 charge=+3 spin_multiplicity=1 homo_energy_ev="-15.34 / -14.69" lumo_energy_ev="-7.97 / -9.97"
C -0.343 -3.799 -1.345
H -4.149 -0.552 1.218
H 1.231 -2.025 2.948
H -5.353 -2.711 1.577
C -3.940 -1.170 2.097
H -0.069 -3.191 -2.214
H 1.964 0.428 5.546
H 2.135 -0.631 -3.632
H -5.928 2.836 5.788
H -0.028 5.174 -2.290
H -3.045 3.863 -0.719
C -2.901 -2.666 -1.129
H -3.548 -1.926 -0.639
C -5.377 2.997 4.859
H -0.991 -4.824 1.159
P 0.936 3.368 -1.002
H -4.887 -4.072 3.617
H 3.093 0.266 2.338
H -6.408 4.841 4.367
C 0.115 -0.517 -2.958
O 0.550 -0.508 -1.721
H 1.374 3.335 1.364
H 3.255 2.685 -1.305
H 0.037 -1.525 1.739
As -2.280 1.036 2.863
H -2.550 2.021 -3.255
C -1.606 -1.000 -4.650
H -3.160 -3.305 5.257
C -3.377 -2.718 4.364
H 1.103 4.467 4.254
H 2.535 2.864 5.530
C -0.615 1.585 3.651
C 0.198 0.676 4.334
C 3.766 -2.439 1.088
H -0.061 -0.384 4.350
H 1.977 -1.546 -0.572
O -2.043 1.239 1.152
H 1.512 5.685 -1.522
H -2.082 -3.672 1.971
H 1.401 5.004 0.710
H 0.780 -3.159 1.641
H -4.177 1.206 5.093
C -1.827 -4.129 1.010
H 3.144 0.794 0.643
H 4.118 -2.347 2.123
C 2.552 0.242 1.379
C 1.662 2.505 4.978
C -2.704 -1.506 4.160
H -3.375 3.554 1.570
C 1.719 3.966 0.531
C 0.736 -1.307 -5.180
C -2.326 2.788 -2.505
C -1.261 -0.473 -3.406
C -3.127 2.974 -1.368
H -2.683 -2.334 -2.152
C 0.961 -2.102 1.884
P -1.352 -2.803 -0.170
C 1.342 1.136 5.001
H -2.074 -0.179 -2.724
H 4.544 -2.079 0.403
C 1.107 -0.768 -3.962
Y -1.362 1.816 -0.694
H -0.909 -4.679 -1.676
H 1.545 -1.600 -5.855
H -4.007 2.330 -1.169
C -4.610 -2.377 2.300
P 2.283 -1.456 0.832
C -0.613 -1.445 -5.532
C -4.388 2.080 4.477
C 0.993 4.867 -2.045
C 0.858 3.398 4.269
C -5.645 4.115 4.058
C -2.996 -0.735 3.029
C -3.932 3.404 2.491
H -2.658 -1.068 -4.937
C -4.925 4.314 2.875
H -5.126 5.185 2.251
H -3.403 -3.641 -1.154
H -0.867 -1.866 -6.507
H 1.527 4.629 -2.973
H 1.596 0.759 1.538
C 2.297 2.403 -1.767
H -2.702 -4.669 0.628
C -0.272 2.943 3.588
C -4.338 -3.146 3.438
H -1.614 3.540 -2.859
H 3.540 -3.490 0.863
H 2.128 1.327 -1.630
H 2.815 3.925 0.444
H 2.336 2.604 -2.845
C -3.664 2.296 3.297
H 0.583 -4.122 -0.852
H -0.897 3.631 3.015
H -1.967 -1.151 4.885